Entry 1:
C2H7NO2P | ωB97M-V with the def2-TZVPD basis set

Computed properties:
HOMO in Eh: -0.5212
SMILES: C[C@@]([NH3+])(O)P=O
Net charge: +1
Maximum force in eV/A: 4.464
M in g/mol: 108.1
Kohn-Sham gap in eV: 9.068

XYZ file:
```
13
Properties=species:S:1:pos:R:3:forces:R:3
H 0.3090 2.1887 -0.4203 0.62 -0.02 -0.95
H 0.5420 -0.4661 1.5902 0.82 0.57 1.36
C 0.1365 -1.0351 0.8114 0.73 2.32 -3.74
H 1.2769 -0.9163 -1.4103 -0.59 1.23 -0.39
H 0.8748 -1.7322 0.4288 -0.18 -0.41 0.25
O 0.7493 -0.0781 -1.5308 0.70 -1.34 0.46
N 0.3070 1.3992 0.2172 -1.53 1.61 0.94
P -1.7691 0.0126 -1.2920 -0.38 0.42 -0.40
H -0.7624 -1.4418 1.1304 -1.59 -1.07 0.22
O -2.3535 -1.1572 -0.6448 -0.54 -0.57 0.11
C -0.0980 0.0753 -0.4340 1.18 -1.46 2.58
H 1.2304 1.3539 0.6830 -0.54 0.03 -0.15
H -0.4429 1.7969 0.8710 1.29 -1.32 -0.28
```
Forces are in eV/Å.

---

Entry 2:
C24H37N4OPtSe | ωB97M-V with the def2-TZVPD basis set

Computed properties:
HOMO in Eh: -0.3686
Net charge: +1
Maximum force in eV/A: 0.986
M in g/mol: 671.6
Kohn-Sham gap in eV: 5.897

XYZ file:
```
68
Properties=species:S:1:pos:R:3:forces:R:3
C 0.1134 -2.3085 3.0813 0.03 0.01 -0.03
H 5.3048 0.8167 0.0672 0.00 0.01 -0.01
Pt 0.5729 0.0191 -0.4688 0.05 0.25 0.41
H -4.6390 -1.4333 -0.8288 -0.03 -0.02 -0.02
C -1.4965 -0.3627 0.0863 -0.38 0.01 0.08
H 5.2809 -0.9150 -0.2388 0.00 0.00 0.00
C -1.7852 -3.1791 1.8060 0.04 0.03 0.06
H -1.9466 0.4326 -2.5076 0.03 0.01 -0.01
H -2.2693 -3.3700 0.8561 -0.04 0.00 -0.08
H 5.5322 -0.3136 1.4165 0.00 0.00 0.01
C -2.0869 -2.1583 -1.6388 0.01 0.06 -0.02
H 0.7479 -4.0395 1.2015 -0.01 -0.05 -0.01
C 1.4002 -0.2621 -4.6983 -0.06 0.11 0.09
N 0.9957 0.6398 -2.4324 -0.18 -0.53 -0.04
H -1.3040 3.9230 0.2622 -0.02 -0.01 -0.04
H 1.9654 2.7376 1.6668 0.01 -0.06 -0.03
H -3.5511 -0.2760 -2.6799 0.00 -0.01 -0.02
H 0.0937 -3.2449 -0.2318 -0.02 0.03 -0.10
H 0.1996 0.1790 2.9500 0.11 -0.10 -0.03
C 0.6764 1.7617 -3.0186 0.05 0.19 0.32
H 1.1610 2.9943 0.1151 -0.01 0.05 0.01
H 1.1140 -1.8712 3.0799 0.01 0.00 0.02
C 1.3664 -0.4166 -3.2637 0.10 0.03 -0.02
H -1.5294 -4.1476 2.2381 -0.01 -0.01 0.00
C 1.0391 0.9925 -5.2715 0.03 -0.04 -0.02
C -1.2922 3.8207 1.3486 0.01 -0.03 0.00
C -2.5450 -0.9073 -0.8849 0.13 -0.03 -0.18
C 1.1333 3.2482 1.1781 0.00 0.01 -0.04
H -0.5089 -1.7602 3.7892 -0.03 -0.01 0.02
H -2.8856 -2.5005 -2.2977 -0.03 0.00 -0.02
C -0.2784 0.2601 1.9859 -0.25 0.01 0.03
C -2.8484 0.1460 -1.9617 -0.03 -0.02 -0.02
H -2.5044 -2.6997 2.4717 -0.01 0.03 0.00
H 0.2128 -3.3286 3.4507 0.03 -0.01 0.00
C 3.5159 -0.1503 0.6424 0.10 0.00 0.18
H 0.4007 2.9600 -4.7878 -0.01 0.02 0.02
N 1.7521 -1.3296 -5.3837 0.08 -0.08 -0.11
H 2.0172 -0.1687 2.0015 0.02 0.01 0.00
C 0.4951 -3.0726 0.7628 -0.05 -0.01 0.07
H 3.6178 -0.2682 2.6827 0.00 -0.01 -0.01
H -2.2820 3.4988 1.6734 -0.03 -0.01 0.02
O 2.7926 -0.0777 -0.3604 -0.31 -0.37 -0.35
C 5.0058 -0.1459 0.4804 -0.01 0.00 -0.04
H -3.7716 -1.9426 0.6172 0.02 -0.03 0.02
C -0.5049 -2.3432 1.6739 -0.08 -0.02 0.14
H 1.4167 -2.4963 0.6519 -0.01 -0.03 0.04
H 1.0577 1.1269 -6.3433 0.00 -0.05 -0.04
C -0.5705 1.4399 1.3834 -0.36 0.13 -0.01
H 0.7029 2.2544 3.7044 0.02 -0.02 0.01
H -4.1744 -0.2447 0.3873 -0.01 0.02 0.01
C -0.2071 2.8409 1.8099 -0.07 0.05 0.02
N 3.0189 -0.2203 1.8773 0.01 0.01 -0.01
C -0.7666 -0.9073 1.1870 0.94 0.11 -0.27
H -1.0211 2.6331 3.8184 -0.03 0.00 0.01
H -1.2104 -1.9290 -2.2508 0.00 -0.01 0.02
Se 2.0742 -2.6026 -4.2091 -0.06 0.07 0.06
H 0.3997 2.5767 -2.3597 -0.06 -0.04 0.00
C 0.6831 1.9831 -4.4239 0.04 0.08 -0.03
C -3.8553 -1.1545 -0.1241 0.03 0.04 0.02
H -3.3111 1.0412 -1.5465 -0.03 0.00 0.00
H 1.2894 4.3229 1.2780 0.04 0.04 0.04
C -0.0855 2.9115 3.3337 0.01 0.00 -0.03
H 0.1686 3.9260 3.6402 0.01 0.04 0.01
H -1.6387 1.7775 -0.5530 0.01 -0.04 -0.02
N 1.6932 -1.6050 -2.8012 -0.09 0.23 0.06
H -1.8271 -2.9807 -0.9859 0.02 -0.11 0.09
C -1.2100 1.0605 0.1294 0.31 0.04 -0.22
H -1.1040 4.8094 1.7664 0.01 0.03 0.00
```
Forces are in eV/Å.

---

Entry 3:
C4H10N2O | ωB97M-V with the def2-TZVPD basis set

Computed properties:
HOMO (alpha / beta) in Eh: 0.0285 / -0.1001
Multiplicity: 2
Net charge: -1
Maximum force in eV/A: 2.241
M in g/mol: 102.1
Kohn-Sham gap (alpha / beta) in eV: 3.027 / 6.510

XYZ file:
```
17
Properties=species:S:1:pos:R:3:forces:R:3
H -0.1350 -0.1298 -1.4392 -0.52 -0.56 0.34
C -0.0147 1.8053 -1.1542 -0.96 0.66 1.91
H -0.3461 2.4514 -0.3209 0.49 0.32 -0.14
O -0.4464 -2.5447 0.1848 0.09 0.01 0.12
C -0.9733 -1.8634 1.1606 -0.28 0.26 -0.10
C -0.3906 -0.5255 1.5914 0.18 -1.36 -0.57
H 1.8000 2.9188 -1.5628 -0.32 0.11 -0.08
N 1.3775 2.0213 -1.4190 0.76 -0.31 -0.09
H 0.2515 -0.7052 2.4791 0.07 0.52 0.11
H -0.7088 2.1045 -1.9453 0.10 -0.54 -0.49
H -1.1767 0.2024 1.8254 0.07 0.02 0.20
H 1.2839 -0.6720 0.2591 0.06 -0.02 -0.37
H 0.9103 0.9617 0.9114 0.54 -0.08 -0.13
C 0.5000 0.0421 0.4806 -0.97 1.14 1.47
H -1.9027 -2.1795 1.6628 0.00 -0.06 -0.10
N -0.3310 0.4794 -0.6465 0.76 -0.17 -1.98
H 1.8898 1.2437 -1.7970 -0.07 0.06 -0.13
```
Forces are in eV/Å.

---

Entry 4:
C22H16BrCo2N2O6 | ωB97M-V with the def2-TZVPD basis set

Computed properties:
HOMO in Eh: -0.1097
Net charge: -1
Maximum force in eV/A: 5.747
M in g/mol: 602.1
Kohn-Sham gap in eV: 5.214

XYZ file:
```
49
Properties=species:S:1:pos:R:3:forces:R:3
C 0.8545 4.2680 -0.7602 -0.21 0.35 0.69
H -4.1006 -1.2737 -1.6717 0.21 -0.19 -0.15
O 3.4329 0.3884 -2.1876 -0.58 -0.05 0.25
N -0.8863 -0.8620 -0.8101 -0.75 -1.13 -0.51
H -5.4813 -4.6773 -1.4576 0.00 0.23 -0.12
H 3.6869 3.8386 0.4064 0.08 -0.33 0.14
C -0.5582 -2.1234 -0.5164 -1.07 -0.11 -0.15
C -0.7499 3.0163 2.4919 -0.06 0.85 1.78
C -0.7150 0.5440 1.5375 -1.00 -1.23 1.26
C -1.5841 2.6329 -0.0831 -1.72 0.24 -1.56
H -5.3275 -2.9002 -1.4213 -0.01 -0.22 -0.04
O -1.0818 3.5346 3.4701 0.37 -0.65 -1.39
C 5.2812 2.0133 2.8202 -0.02 0.05 0.08
C 5.1082 2.9210 1.7678 -0.33 -0.06 0.06
O -1.1857 -0.3981 2.0222 0.87 1.14 -0.77
H 5.9560 3.4852 1.3755 -0.16 -0.15 0.16
Co -0.2801 2.1902 1.0057 -4.76 -2.34 2.22
H -3.3593 -6.0635 -1.4106 0.19 0.04 -0.14
C 1.5087 2.3041 0.8540 2.64 1.94 -1.23
H 6.2763 1.8302 3.2302 -0.27 0.12 -0.06
C -3.1049 -1.5763 -1.3584 0.51 0.15 -0.18
C 1.6557 -0.4150 0.6172 0.52 -1.98 0.85
H -0.0451 4.8143 -1.0493 0.28 -0.08 -0.20
N -3.5327 -3.9769 -1.5977 -0.58 -0.27 0.09
Br -1.0956 -4.7773 0.3965 0.05 0.23 -0.37
H 1.8154 4.5506 -1.1986 -0.30 0.02 0.13
C 2.7570 2.3220 1.6293 -0.55 0.30 0.52
C 3.8455 3.1109 1.2056 0.13 -0.32 0.13
Co 1.2222 0.9039 -0.4225 -0.01 -0.20 -0.62
C 2.5541 0.6286 -1.4755 1.23 0.61 -0.02
H -3.4823 -5.4464 -3.0702 0.14 0.06 0.13
H -5.1232 -3.7849 -2.9635 -0.09 0.05 0.19
O -2.4000 2.9708 -0.8325 1.16 -0.29 1.07
H 0.4542 -2.3418 -0.2082 0.08 0.22 0.19
C -2.1305 -0.5842 -1.1823 -0.48 -1.28 0.31
C 0.7723 3.3127 0.1786 3.72 1.86 -1.52
C 2.9136 1.5103 2.7750 0.28 0.26 -0.13
C -2.7457 -2.9344 -1.1970 0.82 0.04 0.44
C -3.0368 -5.2547 -2.0815 -0.10 -0.04 0.09
O -0.1802 1.1962 -2.9701 0.18 0.05 1.08
H -1.9516 -5.2841 -2.1777 -0.18 0.14 0.06
O 2.0893 -1.2700 1.2693 -0.11 0.75 -0.21
H 4.2792 0.7049 4.2295 0.03 0.16 -0.24
H -2.3950 0.4568 -1.3745 0.18 -0.20 0.11
C -1.4726 -3.1715 -0.5794 -0.53 0.78 -0.43
C 4.1688 1.3577 3.3614 -0.01 0.10 -0.27
H 2.0409 1.0077 3.1996 0.26 0.06 -0.25
C -4.9435 -3.8142 -1.8763 0.11 0.07 0.00
C 0.2768 1.1156 -1.9098 -0.16 0.25 -1.45
```
Forces are in eV/Å.

---

Respective energy above the lowest of the compared OMol25 structures with the same formula, charge and spin values: 199.0; 67.6; 118.0; 95.8 kJ/mol.